Density functional theory data (ωB97M-V/def2-TZVPD) for C33H53N4O2P2V as an isolated structure.

* net charge: +1
* F_max: 8.06 eV/A
* DFT total energy: -89398.496 eV
* 2S+1: 4

Structure (XYZ):
```
95
Properties=species:S:1:pos:R:3:mulliken_spin:R:1
C -1.335 -1.778 -1.873 -0.0093
C 0.679 -2.823 -1.154 0.0719
C -1.501 -2.718 -2.880 0.0101
C 0.441 -3.872 -2.077 0.0064
C -0.623 -3.803 -2.956 0.0074
H -2.346 -2.605 -3.558 0.0003
H 1.151 -4.699 -2.071 0.0002
H -0.784 -4.586 -3.698 -0.0002
N -0.267 -1.806 -1.034 -0.1077
P -2.540 -0.331 0.185 -0.0197
P 2.287 -1.213 0.423 -0.0113
C -2.350 -0.676 -1.633 0.0481
H -2.050 0.258 -2.135 0.0017
H -3.320 -0.960 -2.055 0.0016
C 1.848 -2.731 -0.363 0.0237
H 2.481 -3.616 -0.311 0.0000
C 3.406 -0.250 -0.834 0.0020
C 3.282 -1.615 2.000 0.0025
C -3.423 1.358 0.380 0.0066
C -3.652 -1.798 0.706 0.0075
C 3.402 1.232 -0.426 0.0052
H 3.976 1.415 0.491 0.0031
H 3.857 1.827 -1.232 0.0007
H 2.386 1.609 -0.268 0.0205
C 4.835 -0.802 -0.856 0.0017
H 5.389 -0.617 0.072 -0.0001
H 4.850 -1.876 -1.081 0.0004
H 5.388 -0.297 -1.662 0.0001
C 2.835 -0.406 -2.251 0.0180
H 3.376 0.273 -2.929 0.0007
H 2.961 -1.429 -2.627 0.0013
H 1.775 -0.140 -2.302 0.0107
C 3.959 -0.338 2.529 -0.0042
H 3.230 0.474 2.663 -0.0010
H 4.394 -0.562 3.516 0.0004
H 4.778 0.020 1.893 0.0002
C 2.349 -2.138 3.100 0.0265
H 1.656 -1.374 3.465 -0.0043
H 1.775 -3.013 2.775 -0.0026
H 2.978 -2.447 3.950 -0.0007
C 4.299 -2.724 1.712 -0.0022
H 5.053 -2.448 0.970 0.0004
H 4.825 -2.948 2.651 -0.0006
H 3.794 -3.638 1.379 0.0004
C -4.066 -1.575 2.169 -0.0008
H -4.591 -2.477 2.518 0.0013
H -3.190 -1.434 2.819 -0.0010
H -4.755 -0.730 2.291 -0.0003
C -2.878 -3.126 0.618 0.0298
H -2.622 -3.381 -0.418 0.0017
H -1.969 -3.122 1.229 -0.0135
H -3.543 -3.917 1.003 -0.0003
C -4.884 -1.960 -0.198 0.0001
H -5.466 -2.811 0.187 -0.0010
H -5.542 -1.087 -0.204 -0.0003
H -4.606 -2.201 -1.233 0.0009
C -2.671 2.438 -0.411 0.0254
H -2.658 2.231 -1.489 -0.0013
H -3.191 3.399 -0.268 0.0000
H -1.640 2.563 -0.065 0.0150
C -3.430 1.765 1.864 -0.0050
H -2.423 1.810 2.300 0.0023
H -3.880 2.767 1.941 0.0005
H -4.032 1.094 2.486 -0.0004
C -4.863 1.291 -0.138 0.0027
H -4.916 0.915 -1.169 0.0003
H -5.517 0.692 0.509 0.0001
H -5.274 2.312 -0.141 -0.0014
V -0.037 -0.454 0.415 2.5018
C -0.497 -1.327 1.935 0.0733
O -0.786 -1.779 3.001 0.2116
N 0.091 1.125 -0.896 -0.2103
C 0.286 1.718 -1.895 0.1203
C 0.468 2.556 -3.000 0.0154
C 0.253 3.948 -2.877 0.0163
C 0.859 2.016 -4.249 0.0157
C 0.418 4.772 -3.990 -0.0066
H -0.034 4.361 -1.909 0.0010
C 1.034 2.861 -5.342 -0.0076
H 1.016 0.941 -4.341 0.0010
C 0.808 4.237 -5.224 0.0135
H 0.242 5.844 -3.899 -0.0001
H 1.348 2.442 -6.299 -0.0001
H 0.938 4.891 -6.092 0.0007
C 1.749 3.548 2.954 0.0001
N 0.768 2.845 3.750 0.0006
C 0.120 1.784 3.241 0.0036
N -0.899 1.242 4.013 0.0018
O 0.409 1.350 2.101 0.0831
H 1.307 3.914 2.018 -0.0002
H 2.597 2.899 2.697 -0.0003
H 2.110 4.395 3.541 -0.0001
H 0.506 3.192 4.665 -0.0003
H -1.017 0.232 3.933 -0.0059
H -0.955 1.602 4.957 -0.0002
```